80
Properties=species:S:1:pos:R:3:lowdin_charge:R:1 method="wB97M-V/def2-TZVPD" max_force_ha_per_bohr=0.0556 homo_lumo_gap_ev="4.236 / 3.544" e_homo_ha="-0.06408 / -0.03889" e_above_lowest_kj_mol=0.0 total_charge=-1 e_tot_ha=-1882.52600
Bi -0.28068 -0.05914 -0.12516 1.90
N 0.42892 -3.14578 2.15749 0.07
N 0.34672 -2.39724 -1.48876 -0.15
C 0.87818 2.21593 -0.38570 -0.36
C 1.96781 1.31320 -0.07429 -0.35
C 1.80208 0.87061 1.28584 -0.35
C 2.61557 -0.16396 1.98308 -0.07
H 3.36981 -0.59564 1.30843 0.07
H 1.99875 -1.00162 2.36459 0.06
H 3.14723 0.28665 2.83893 0.08
C 0.63617 1.50711 1.83047 -0.35
C 0.08826 1.24222 3.18658 -0.06
H 0.53269 1.94275 3.91306 0.08
H 0.32615 0.21928 3.52513 0.07
H -1.00579 1.35004 3.22980 0.07
C 0.05384 2.33627 0.80162 -0.38
C -1.24244 3.06439 0.88269 -0.06
H -1.97925 2.53781 1.51189 0.07
H -1.70410 3.19038 -0.11163 0.07
H -1.09097 4.06973 1.30986 0.08
C 3.01314 0.83693 -1.02229 -0.07
H 3.93800 1.43409 -0.92356 0.08
H 2.67462 0.90744 -2.06959 0.05
H 3.27628 -0.21860 -0.83407 0.07
C 0.59954 2.81153 -1.72544 -0.06
H -0.48219 2.93280 -1.91020 0.07
H 0.98914 2.17371 -2.53734 0.06
H 1.07390 3.80497 -1.82131 0.08
C -0.24660 -3.67168 3.17795 -0.18
H 0.22001 -3.59380 4.15762 0.10
C -1.49572 -4.27916 3.02913 -0.12
H -1.99100 -4.69928 3.89258 0.08
C -2.10903 -4.26338 1.78052 -0.10
H -3.09678 -4.68338 1.62153 0.10
C -1.44073 -3.69545 0.70195 -0.05
H -1.86095 -3.61578 -0.30225 0.10
C -0.14495 -3.16807 0.93000 -0.33
C 0.61708 -2.41830 -0.07766 -0.26
H 1.67357 -2.22386 0.16055 0.09
C 0.12792 -1.14798 -2.00716 -0.34
C 0.30284 -3.34658 -2.52002 -0.04
H 0.52847 -4.38085 -2.32879 0.11
C -0.00880 -2.68295 -3.64949 -0.06
H -0.15491 -3.03930 -4.65376 0.11
N -0.23300 -1.33627 -3.31141 -0.04
C -0.49205 -0.20004 -4.16956 -0.12
C 0.55292 0.26608 -4.97701 -0.21
C 0.35469 1.41671 -5.74696 -0.02
H 1.15932 1.74546 -6.39936 0.11
C -0.83892 2.13280 -5.69729 -0.27
C -1.08860 3.29099 -6.61602 -0.06
H -1.63135 4.09888 -6.11340 0.08
H -1.69095 2.98694 -7.48278 0.08
H -0.14819 3.69495 -7.00008 0.07
C -1.80752 1.73460 -4.77552 -0.01
H -2.72069 2.31799 -4.65704 0.12
C -1.65029 0.58525 -3.99164 -0.19
C -2.69395 0.28791 -2.95191 -0.05
H -2.89294 -0.78434 -2.81384 0.09
H -3.63336 0.77235 -3.26176 0.08
H -2.44355 0.73399 -1.96709 0.03
C 1.88454 -0.41103 -4.97784 -0.04
H 1.86147 -1.36386 -5.52104 0.08
H 2.27915 -0.59606 -3.96824 0.08
H 2.59695 0.24471 -5.48877 0.08
N -7.09075 0.92777 1.85381 0.13
C -5.95942 0.91962 1.07508 -0.54
O -5.90888 1.46821 -0.02695 -0.04
C -4.79235 0.17401 1.62880 -0.18
C -4.78001 -0.56700 2.82283 -0.11
C -3.58170 -1.12187 3.25482 -0.11
C -2.43642 -0.96714 2.47922 -0.25
N -2.46753 -0.35890 1.28408 -0.12
C -3.61164 0.24153 0.88020 -0.11
H -7.84550 1.50708 1.53701 0.08
H -7.08484 0.63943 2.81719 0.07
H -5.67094 -0.70727 3.42633 0.07
H -3.50216 -1.66578 4.18969 0.09
H -1.48518 -1.37357 2.83437 0.08
H -3.56617 0.80897 -0.05469 0.09